(1)
This record from OMol25 describes a structure of composition C32H35F6N4O8PSZr. The level of theory is ωB97M-V with the def2-TZVPD basis set.

Summary:
E_HOMO (spin up / spin down)   -11.35 / -11.35 eV
Relative energy (zero: lowest compared OMol25 entry of this formula, charge and spin)   0.0 kJ/mol
Kohn-Sham gap (spin up / spin down)   8.08 / 5.62 eV
Largest force on an atom   0.656 eV/A
LUMO energy (spin up / spin down)   -0.1201 / -0.2106 hartree
Energy   -3447.3975 a.u.

The geometry in ORCA input format:
```
! wB97M-V def2-TZVPD RIJCOSX def2/J DEFGRID3
* xyz 1 2
Zr -0.25 0.23 0.31
C 3.52 1.10 0.45
C 3.09 0.12 1.50
C 4.02 -0.24 2.48
C 3.70 -1.19 3.42
C 2.47 -1.83 3.33
C 1.60 -1.43 2.34
N 1.87 -0.43 1.48
C 0.37 -2.22 2.07
C -0.20 -3.05 3.01
C -1.24 -3.88 2.62
C -1.56 -3.94 1.28
C -0.93 -3.10 0.37
N -0.07 -2.16 0.79
C -1.13 -3.33 -1.09
C -1.30 -4.65 -1.50
C -1.53 -4.91 -2.83
C -1.59 -3.84 -3.71
C -1.38 -2.55 -3.22
C -1.45 -1.39 -4.17
N -1.12 -2.30 -1.94
H 3.20 2.10 0.71
H 3.10 0.83 -0.52
H 4.61 1.10 0.38
H 4.99 0.23 2.48
H 4.41 -1.47 4.19
H 2.22 -2.65 3.98
H 0.13 -3.02 4.04
H -1.76 -4.49 3.34
H -2.32 -4.62 0.93
H -1.24 -5.46 -0.79
H -1.66 -5.92 -3.18
H -1.79 -3.99 -4.76
H -1.90 -1.69 -5.12
H -0.45 -1.01 -4.38
H -2.06 -0.60 -3.74
O -1.24 4.59 -5.45
C -1.21 3.39 -5.45
O -1.30 2.66 -6.53
C -1.14 2.54 -4.21
C -2.15 2.64 -3.25
C -1.99 1.96 -2.06
N -0.91 1.23 -1.79
C 0.02 1.09 -2.74
C -0.05 1.73 -3.96
C 1.18 0.18 -2.39
O 1.99 -0.12 -3.23
O 1.17 -0.18 -1.14
H -3.02 3.25 -3.42
H -2.76 2.02 -1.30
H 0.75 1.57 -4.68
C -1.94 3.54 2.81
C -2.02 2.07 2.48
C -3.33 1.47 3.00
O -1.91 1.86 1.03
C -0.87 1.26 3.09
O -0.37 1.53 4.15
O -0.56 0.22 2.34
H -2.77 4.07 2.34
H -1.01 3.99 2.50
H -2.02 3.66 3.89
H -4.18 1.98 2.53
H -3.38 1.63 4.07
H -3.39 0.41 2.79
H -2.77 1.53 0.73
C 1.75 3.81 2.71
C 1.78 4.37 1.30
S 0.47 3.68 0.27
O 0.75 2.17 0.31
C 1.05 4.21 -1.34
C 0.93 5.71 -1.52
H 2.64 4.14 3.24
H 1.74 2.72 2.71
H 0.88 4.16 3.27
H 2.72 4.16 0.79
H 1.61 5.45 1.29
H 0.41 3.68 -2.05
H 2.07 3.84 -1.46
H -0.08 6.06 -1.29
H 1.13 5.96 -2.56
H 1.63 6.26 -0.90
F -2.19 -0.49 -0.16
P -4.02 -0.90 -0.28
F -3.59 -2.38 -0.62
F -5.56 -1.15 -0.37
F -4.22 0.68 0.08
F -3.84 -0.48 -1.80
F -3.90 -1.21 1.27
*
```

***

(2)
This record from OMol25 describes a structure of composition C32H36BClO2S in a non-equilibrium geometry. The level of theory is ωB97M-V with the def2-TZVPD basis set.

Summary:
E_HOMO   -7.34 eV
Relative energy (zero: lowest compared OMol25 entry of this formula, charge and spin)   125.4 kJ/mol
Kohn-Sham gap   6.78 eV
Largest force on an atom   2.651 eV/A
LUMO energy   -0.0208 hartree
Energy   -2274.7182 a.u.

The geometry in ORCA input format:
```
! wB97M-V def2-TZVPD RIJCOSX def2/J DEFGRID3
* xyz 0 1
C 3.63 3.63 3.77
C 2.61 2.81 3.04
C 2.59 1.42 3.22
C 1.60 0.66 2.63
C 0.69 1.24 1.72
C -0.28 0.23 1.15
C -1.73 0.50 1.53
C -2.46 -0.59 2.06
C -3.71 -0.41 2.65
C -4.32 0.85 2.68
C -5.68 1.01 3.30
C -3.61 1.93 2.14
C -2.32 1.76 1.62
C 0.72 2.62 1.52
C 1.67 3.40 2.19
H 3.20 4.55 4.18
H 4.07 3.05 4.59
H 4.46 3.92 3.11
H 3.35 0.93 3.83
H 1.48 -0.39 2.91
H -0.11 -0.68 1.79
H -1.99 -1.57 2.07
H -4.21 -1.26 3.11
H -6.28 1.78 2.80
H -6.24 0.07 3.24
H -5.65 1.28 4.37
H -4.06 2.93 2.16
H -1.79 2.65 1.30
H 0.02 3.10 0.84
H 1.67 4.48 2.07
C -0.65 -2.89 -5.83
C -0.29 -1.89 -4.78
C 0.58 -0.82 -4.88
C 0.63 -0.02 -3.69
C -0.27 -0.46 -2.73
B 0.34 -0.50 -0.07
C -0.82 0.33 -1.66
C -0.46 1.72 -1.57
C -1.44 2.69 -1.69
C -2.79 2.31 -1.64
Cl -4.00 3.51 -1.77
C -3.17 0.96 -1.49
C -2.19 0.01 -1.34
O 0.08 -1.88 -0.30
C 1.37 -2.53 -0.29
C 1.49 -3.22 1.06
C 1.42 -3.61 -1.35
C 2.43 -1.34 -0.52
C 3.49 -1.23 0.56
C 3.19 -1.41 -1.83
O 1.64 -0.15 -0.47
S -1.09 -1.90 -3.25
H 0.09 -2.90 -6.64
H -0.70 -3.89 -5.38
H -1.64 -2.65 -6.25
H 1.16 -0.62 -5.78
H 1.23 0.87 -3.55
H 0.60 2.00 -1.52
H -1.18 3.74 -1.83
H -4.23 0.70 -1.46
H -2.46 -1.01 -1.03
H 2.48 -3.68 1.16
H 1.31 -2.54 1.89
H 0.74 -4.02 1.10
H 2.39 -4.12 -1.25
H 0.64 -4.36 -1.18
H 1.30 -3.24 -2.37
H 4.15 -2.10 0.54
H 4.09 -0.33 0.39
H 3.04 -1.13 1.55
H 3.83 -2.30 -1.79
H 2.54 -1.49 -2.70
H 3.84 -0.54 -1.96
*
```

***

(3)
This record from OMol25 describes a structure of composition C32H36Cl3FGeN7O8PRb. The level of theory is ωB97M-V with the def2-TZVPD basis set.

Summary:
E_HOMO (spin up / spin down)   -3.27 / -3.28 eV
Relative energy (zero: lowest compared OMol25 entry of this formula, charge and spin)   196.1 kJ/mol
Kohn-Sham gap (spin up / spin down)   6.89 / 6.24 eV
Largest force on an atom   0.700 eV/A
LUMO energy (spin up / spin down)   0.1329 / 0.1086 hartree
Energy   -6149.3557 a.u.

The geometry in ORCA input format:
```
! wB97M-V def2-TZVPD RIJCOSX def2/J DEFGRID3
* xyz -2 2
Rb 0.17 -1.57 0.32
N 4.66 -1.69 -2.32
C 4.00 -1.75 -1.15
N 2.84 -2.33 -1.35
C 2.84 -2.59 -2.68
N 3.93 -2.22 -3.32
C 1.67 -3.22 -3.32
C 1.75 -3.98 -4.48
N 0.68 -4.57 -5.00
C -0.46 -4.42 -4.34
C -0.55 -3.66 -3.19
N 0.51 -3.04 -2.69
H 5.56 -1.29 -2.51
H 4.36 -1.36 -0.21
H 2.70 -4.11 -4.98
H -1.33 -4.92 -4.75
H -1.48 -3.54 -2.63
O 4.55 0.22 1.78
C 3.32 0.03 1.85
O 2.58 -0.45 0.95
C 2.64 0.45 3.17
P 0.81 0.42 3.07
C 0.37 1.05 4.75
C 0.51 2.38 5.14
C 0.18 2.78 6.42
C -0.29 1.86 7.35
C -0.43 0.53 6.98
C -0.10 0.13 5.69
C 0.35 1.85 2.05
C -0.91 2.38 2.21
C -1.26 3.60 1.64
C -0.26 4.40 1.01
C 0.96 3.89 0.77
C 1.22 2.41 0.96
H 3.02 1.42 3.48
H 2.93 -0.27 3.94
H 0.86 3.11 4.41
H 0.29 3.83 6.71
H -0.55 2.18 8.35
H -0.80 -0.20 7.69
H -0.21 -0.91 5.39
H -1.63 1.87 2.84
H -2.26 3.99 1.76
H -0.49 5.43 0.75
H 1.74 4.49 0.33
H 2.28 2.23 1.17
Cl 3.58 -5.99 2.16
Ge 2.52 -3.95 1.82
Cl 1.38 -3.93 3.84
Cl 0.73 -4.78 0.50
C -2.41 -3.25 2.31
C -3.02 -1.86 2.27
O -2.07 -0.86 1.91
H -3.14 -3.98 2.70
H -1.53 -3.29 2.96
H -2.12 -3.57 1.31
H -3.47 -1.60 3.24
H -3.80 -1.82 1.51
H -1.30 -0.92 2.49
C 1.35 0.64 -2.28
C 1.62 1.89 -1.44
C 1.09 3.10 -2.22
C 3.12 2.02 -1.17
O 0.86 1.69 -0.24
H 1.89 0.71 -3.23
H 0.29 0.57 -2.50
H 1.68 -0.27 -1.78
H 1.46 3.06 -3.25
H 1.41 4.05 -1.78
H 0.00 3.07 -2.24
H 3.65 2.02 -2.12
H 3.47 1.18 -0.56
H 3.36 2.95 -0.66
F -5.76 0.01 -5.78
C -4.91 0.61 -4.91
C -4.09 -0.12 -4.15
N -3.21 0.44 -3.27
C -2.35 -0.44 -2.47
C -3.13 -1.52 -1.67
O -4.36 -1.57 -1.84
O -2.37 -2.22 -0.97
C -3.15 1.80 -3.10
O -2.39 2.38 -2.35
N -4.03 2.52 -3.90
C -4.95 2.04 -4.83
O -5.67 2.80 -5.46
H -4.10 -1.20 -4.18
H -1.78 0.18 -1.78
H -1.65 -0.95 -3.12
H -3.99 3.52 -3.77
*
```

***

What is the energy in the first record?
-3447.3975 a.u.

***

Look up the largest force on an atom of the first one.
0.656 eV/A

***

Which value of energy does entry 2 give?
-2274.7182 a.u.

***

Which of these has the lowest largest force on an atom?
C32H35F6N4O8PSZr